Formula: C3H4N2O2
Source: OMol25
Level of theory: ωB97M-V/def2-TZVPD

Each line ends with the natural charge from an NBO analysis.
Geometry (Å):
C  -1.349  -0.454  -0.060  -0.446
N  0.066  -0.162  -0.302  -0.351
C  0.870  -1.265  -0.609  0.193
N  1.009  -1.075  0.610  -0.211
H  -1.546  -1.513  0.150  0.184
H  -1.678  0.152  0.788  0.217
H  -1.912  -0.145  -0.947  0.209
H  1.188  -1.882  -1.441  0.212
O  2.168  1.822  0.180  -0.526
C  1.111  2.094  0.591  1.052
O  0.085  2.436  1.031  -0.534

Results
LUMO level ... 0.86 eV
Highest occupied orbital energy ... -9.80 eV
Relative energy (zero: lowest compared OMol25 entry of this formula, charge and spin) ... 87.4 kcal per mole
Charge ... 0
Gap between HOMO and LUMO ... 10.663 eV
SMILES string ... CN1C=N1.O=C=O

---

Formula: C3H4N2O2
Source: OMol25
Level of theory: ωB97M-V/def2-TZVPD

Each line ends with the natural charge from an NBO analysis.
Geometry (Å):
O  -0.454  -2.531  -0.216  -0.545
C  -0.122  -1.215  -0.432  0.758
C  0.973  -0.420  0.253  -0.386
N  0.754  1.204  0.093  -0.517
N  -0.621  1.681  0.095  -0.244
C  -1.390  0.648  -0.348  0.296
O  -1.131  -0.464  -0.899  -0.463
H  1.887  -0.868  -0.145  0.258
H  1.010  -0.889  1.403  0.248
H  1.505  1.783  0.531  0.400
H  -2.410  1.072  -0.336  0.196

Results
LUMO level ... -0.25 eV
Highest occupied orbital energy ... -8.92 eV
Relative energy (zero: lowest compared OMol25 entry of this formula, charge and spin) ... 134.2 kcal per mole
Charge ... 0
Gap between HOMO and LUMO ... 8.672 eV
SMILES string ... O=C1CNN=CO1

---

Formula: C3H4N2O2
Source: OMol25
Level of theory: ωB97M-V/def2-TZVPD

Each line ends with the natural charge from an NBO analysis.
Geometry (Å):
N  2.183  -1.236  -0.027  -0.656
C  1.544  -0.240  -0.320  0.836
O  1.483  0.600  -1.284  -0.244
O  1.458  1.478  -0.147  -0.362
H  2.009  -1.737  0.834  0.405
C  -1.184  1.121  -0.027  -0.552
C  -1.433  -0.153  0.202  0.344
N  -2.186  -1.085  0.449  -0.628
H  -1.131  1.499  -1.033  0.244
H  -0.925  1.776  0.789  0.248
H  -1.817  -2.024  0.565  0.364

Results
LUMO level ... -0.62 eV
Highest occupied orbital energy ... -8.92 eV
Relative energy (zero: lowest compared OMol25 entry of this formula, charge and spin) ... 204.7 kcal per mole
Charge ... 0
Gap between HOMO and LUMO ... 8.305 eV
SMILES string ... N=C1OO1.C=C=N

---

Formula: C3H4N2O2S
Source: OMol25
Level of theory: ωB97M-V/def2-TZVPD

Each line ends with the natural charge from an NBO analysis.
Geometry (Å):
N  1.952  1.356  -0.143  -0.741
C  1.223  0.246  -0.053  -0.005
S  1.830  -1.265  -0.068  -0.055
C  -0.271  0.673  0.012  0.632
O  -0.688  1.789  0.143  -0.513
N  -0.873  -0.600  0.279  -0.703
C  -2.294  -0.859  0.127  0.529
O  -3.160  -0.003  -0.320  -0.543
H  3.028  1.239  0.396  0.416
H  1.517  2.310  0.093  0.433
H  -0.062  -1.342  0.216  0.411
H  -2.476  -1.919  0.330  0.140

Results
LUMO level ... -1.07 eV
Highest occupied orbital energy ... -9.59 eV
Relative energy (zero: lowest compared OMol25 entry of this formula, charge and spin) ... 48.3 kcal per mole
Charge ... 0
Gap between HOMO and LUMO ... 8.519 eV
SMILES string ... NC(=S)C(=O)NC=O

---

Formula: C3H4N2O2S
Source: OMol25
Level of theory: ωB97M-V/def2-TZVPD

Each line ends with the natural charge from an NBO analysis.
Geometry (Å):
C  2.106  0.653  0.066  -0.254
O  1.241  -0.559  0.041  -0.475
C  -0.014  -0.211  0.003  0.677
N  -0.373  1.094  -0.123  -0.732
S  -2.045  1.172  0.050  0.469
C  -2.294  -0.548  0.024  0.459
O  -3.400  -1.003  -0.058  -0.576
N  -1.041  -1.130  0.068  -0.634
H  1.686  1.250  -0.792  0.231
H  3.050  0.202  -0.003  0.196
H  2.014  1.161  1.045  0.204
H  -0.930  -2.080  -0.321  0.435

Results
LUMO level ... 0.56 eV
Highest occupied orbital energy ... -8.59 eV
Relative energy (zero: lowest compared OMol25 entry of this formula, charge and spin) ... 25.4 kcal per mole
Charge ... 0
Gap between HOMO and LUMO ... 9.158 eV
SMILES string ... COc1nsc(=O)[nH]1

---

Formula: C3H4N2O2S
Source: OMol25
Level of theory: ωB97M-V/def2-TZVPD

Each line ends with the natural charge from an NBO analysis.
Geometry (Å):
O  -2.461  0.348  0.840  -0.522
C  -1.321  0.120  0.580  0.788
C  -0.278  -0.719  1.384  -0.336
N  0.735  -0.887  0.421  -0.613
C  0.631  0.044  -0.600  0.661
N  1.452  0.325  -1.516  -0.656
S  1.138  1.391  -2.753  0.217
O  -0.712  0.552  -0.565  -0.500
H  -0.070  -0.177  2.317  0.219
H  -0.656  -1.735  1.661  0.230
H  1.675  -1.047  0.729  0.410
H  -0.131  1.786  -2.498  0.102

Results
LUMO level ... 0.51 eV
Highest occupied orbital energy ... -8.51 eV
Relative energy (zero: lowest compared OMol25 entry of this formula, charge and spin) ... 24.9 kcal per mole
Charge ... 0
Gap between HOMO and LUMO ... 9.021 eV
SMILES string ... O=C1CN/C(=N/S)O1

---

Formula: C3H4N2O2S
Source: OMol25
Level of theory: ωB97M-V/def2-TZVPD

Each line ends with the natural charge from an NBO analysis.
Geometry (Å):
N  0.389  -1.752  -0.582  -0.765
C  0.100  -0.508  -0.950  0.282
S  -0.015  -0.065  -2.549  -0.208
N  -0.096  0.401  0.121  -0.544
C  -0.023  0.069  1.482  0.550
O  0.250  -1.026  1.931  -0.565
C  -0.380  1.787  -0.144  0.557
O  -0.599  2.582  0.728  -0.528
H  0.492  -2.424  -1.337  0.421
H  0.480  -2.006  0.397  0.439
H  -0.221  0.939  2.123  0.180
H  -0.379  2.003  -1.220  0.181

Results
LUMO level ... 0.13 eV
Highest occupied orbital energy ... -9.08 eV
Relative energy (zero: lowest compared OMol25 entry of this formula, charge and spin) ... 5.1 kcal per mole
Charge ... 0
Gap between HOMO and LUMO ... 9.206 eV
SMILES string ... NC(=S)N(C=O)C=O

---

Formula: C3H4N2O3
Source: OMol25
Level of theory: ωB97M-V/def2-TZVPD

Each line ends with the natural charge from an NBO analysis.
Geometry (Å):
O  -0.508  -1.498  1.817  -0.650
C  -0.164  -0.414  1.085  0.369
C  0.101  0.847  1.422  -0.177
N  0.396  1.628  0.300  -0.509
C  0.233  0.838  -0.686  0.575
O  0.339  1.026  -2.003  -0.687
N  -0.132  -0.414  -0.321  -0.123
O  -0.192  -1.527  -1.104  -0.520
H  -0.710  -2.226  1.225  0.492
H  0.205  1.272  2.433  0.218
H  0.574  1.962  -2.120  0.513
H  -0.040  -1.146  -2.001  0.499

Results
LUMO level ... 0.43 eV
Highest occupied orbital energy ... -8.15 eV
Relative energy (zero: lowest compared OMol25 entry of this formula, charge and spin) ... 65.5 kcal per mole
Charge ... 0
Gap between HOMO and LUMO ... 8.573 eV
SMILES string ... Oc1cnc(O)n1O

---

Formula: C3H4N2O3
Source: OMol25
Level of theory: ωB97M-V/def2-TZVPD

Each line ends with the natural charge from an NBO analysis.
Geometry (Å):
O  -2.471  -0.346  0.047  -0.665
C  -1.188  0.064  0.049  0.351
N  -0.886  1.397  0.023  -0.537
C  0.415  1.538  0.014  0.197
N  1.067  0.387  -0.005  -0.087
O  2.405  0.070  0.085  -0.512
C  -0.096  -0.732  0.070  0.247
O  0.315  -2.007  0.071  -0.679
H  -3.018  0.451  0.050  0.495
H  0.910  2.488  -0.010  0.202
H  2.427  -0.861  0.374  0.490
H  0.121  -2.449  -0.769  0.496

Results
LUMO level ... 0.42 eV
Highest occupied orbital energy ... -8.54 eV
Relative energy (zero: lowest compared OMol25 entry of this formula, charge and spin) ... 80.7 kcal per mole
Charge ... 0
Gap between HOMO and LUMO ... 8.954 eV
SMILES string ... Oc1ncn(O)c1O

---

Formula: C3H4N2O3
Source: OMol25
Level of theory: ωB97M-V/def2-TZVPD

Each line ends with the natural charge from an NBO analysis.
Geometry (Å):
O  -0.168  2.844  0.106  -0.543
C  -0.153  1.653  0.085  0.820
N  0.287  0.804  -0.927  -0.522
C  0.245  -0.410  -0.406  0.417
C  0.570  -1.751  -0.959  -0.132
O  -0.025  -2.713  -0.168  -0.680
N  -0.183  -0.458  0.886  -0.321
O  -0.557  0.860  1.207  -0.351
H  1.655  -1.808  -1.067  0.203
H  0.211  -1.889  -1.987  0.226
H  0.399  -2.552  0.715  0.468
H  -0.964  -1.055  1.149  0.414

Results
LUMO level ... 0.29 eV
Highest occupied orbital energy ... -10.31 eV
Relative energy (zero: lowest compared OMol25 entry of this formula, charge and spin) ... 50.6 kcal per mole
Charge ... 0
Gap between HOMO and LUMO ... 10.605 eV
SMILES string ... O=c1nc(CO)[nH]o1

---

Which formula does entry 7 have? C3H4N2O2S

---

What is the highest occupied orbital energy in the sixth record? -8.51 eV

---

Among the records above, which one has the highest gap between HOMO and LUMO? number 1